{
  "formula": "H8O16PbS3",
  "method": "the ωB97M-V functional and the def2-TZVPD basis",
  "de_lowest_kcal_mol": 48.43,
  "spin_multiplicity": 1,
  "charge": -4,
  "orbital_gap_ev": 2.0,
  "energy_ha": -2595.497286,
  "e_lumo_ev": 5.28,
  "species": ["Pb", "S", "O", "O", "O", "O", "S", "O", "O", "O", "O", "S", "O", "O", "O", "O", "O", "H", "H", "O", "H", "H", "O", "H", "H", "O", "H", "H"],
  "xyz": [[0.281, -0.391, -0.890], [4.093, -0.900, 3.454], [5.522, -0.721, 3.638], [3.528, -1.396, 4.669], [3.503, 0.416, 3.270], [3.803, -1.727, 2.275], [-2.634, -0.752, 4.928], [-2.617, -1.843, 5.919], [-4.025, -0.319, 4.723], [-1.812, 0.280, 5.567], [-2.024, -1.149, 3.727], [-1.120, 5.119, 0.003], [-0.939, 4.181, -1.083], [-2.488, 5.616, -0.060], [-0.924, 4.393, 1.231], [-0.160, 6.230, -0.035], [4.571, 1.146, -3.210], [5.472, 0.926, -2.972], [4.613, 1.349, -4.145], [-0.825, -4.877, -2.071], [-1.590, -5.357, -1.752], [-0.388, -5.489, -2.663], [0.352, -1.068, -5.926], [-0.009, -1.874, -6.297], [0.726, -0.605, -6.676], [-4.584, -0.341, -1.909], [-5.036, -1.023, -1.412], [-5.288, 0.176, -2.301]],
  "lowdin_charge": [0.482, 0.074, -0.438, -0.334, -0.319, -0.434, 0.098, -0.384, -0.442, -0.308, -0.326, 0.063, -0.399, -0.446, -0.341, -0.457, -0.045, 0.025, 0.015, -0.073, 0.020, 0.013, -0.069, 0.016, 0.014, -0.051, 0.025, 0.020]
}